Below is a gas-phase ion, C18H24NO (charge +1), with properties calculated with ωB97M-V/def2-TZVPD.

The geometry in XYZ format:
```
44
Properties=species:S:1:pos:R:3
C -0.323 -1.226 -5.141
C 0.722 -1.271 -4.073
C 2.052 -1.528 -4.394
C 3.026 -1.566 -3.418
C 2.720 -1.354 -2.077
C 3.785 -1.408 -1.027
C 1.390 -1.099 -1.765
O 1.019 -0.848 -0.427
C 0.572 -2.006 0.283
C 0.036 -1.557 1.642
C -1.185 -0.655 1.494
N -0.818 0.570 0.734
C -0.235 1.658 1.571
C -1.276 2.223 2.499
C -1.248 1.943 3.859
C -2.228 2.451 4.695
C -3.244 3.236 4.176
C -3.278 3.518 2.820
C -2.298 3.014 1.984
C 0.405 -1.057 -2.741
H -0.331 -2.160 -5.699
H -0.105 -0.425 -5.846
H -1.312 -1.061 -4.723
H 2.321 -1.698 -5.426
H 4.051 -1.764 -3.691
H 4.007 -2.444 -0.769
H 4.702 -0.957 -1.398
H 3.475 -0.884 -0.126
H 1.408 -2.701 0.414
H -0.210 -2.516 -0.294
H -0.241 -2.439 2.218
H 0.829 -1.040 2.183
H -1.586 -0.366 2.468
H -1.965 -1.185 0.943
H -0.091 0.226 0.030
H -1.638 0.952 0.256
H 0.607 1.250 2.131
H 0.139 2.432 0.896
H -0.450 1.341 4.270
H -2.194 2.236 5.751
H -4.005 3.633 4.829
H -4.063 4.136 2.415
H -2.319 3.255 0.930
H -0.621 -0.858 -2.456
```

## Properties
SMILES ... Cc1ccc(C)c(OCCC[NH2+]Cc2ccccc2)c1
Net charge ... +1
Orbital gap ... 0.3335 Eh
E_LUMO ... -2.4699 eV
E_HOMO ... -0.42431 Eh

---

Below is a molecular structure, C48H50FeN2S2, with properties calculated with ωB97M-V/def2-TZVPD.

The geometry in XYZ format:
```
103
Properties=species:S:1:pos:R:3
Fe 0.520 -0.462 0.526
C -3.238 2.011 2.335
C -2.593 2.446 1.001
C -3.645 3.364 0.330
C -1.254 3.167 1.234
C -1.310 4.411 1.857
C -0.174 5.167 2.150
C 1.046 4.598 1.862
C 1.218 3.354 1.199
C 2.690 2.987 0.974
C 3.071 2.244 -0.333
C 3.306 2.289 2.199
C 0.042 2.649 0.866
N 0.162 1.450 0.114
C -0.233 1.453 -1.172
C -0.454 0.183 -1.822
N -0.288 -0.947 -1.109
C -0.744 -2.223 -1.588
C 0.216 -3.147 -2.024
C -0.245 -4.255 -2.733
C -1.592 -4.528 -2.869
C -2.531 -3.628 -2.342
C -2.140 -2.469 -1.644
C -3.183 -1.521 -1.041
C -3.417 -1.714 0.467
C -4.551 -1.628 -1.735
C 1.726 -3.099 -1.807
C 2.147 -3.708 -0.455
C 2.379 -1.736 -2.073
C -1.024 0.418 -3.129
C -1.462 -0.372 -4.186
C -2.017 0.295 -5.293
C -2.171 1.679 -5.354
C -1.723 2.512 -4.311
C -1.715 3.936 -4.208
C -1.266 4.605 -3.059
C -0.733 3.907 -1.970
C -0.668 2.500 -2.076
C -1.169 1.834 -3.219
H -4.099 1.371 2.161
H -3.595 2.895 2.876
H -2.500 1.461 2.937
H -2.431 1.552 0.395
H -4.079 4.037 1.063
H -4.468 2.763 -0.091
H -3.213 3.957 -0.488
H -2.305 4.773 2.110
H -0.234 6.160 2.623
H 1.957 5.081 2.137
H 3.193 3.990 0.949
H 3.054 1.149 -0.183
H 4.093 2.546 -0.588
H 2.372 2.511 -1.155
H 2.740 1.378 2.467
H 3.357 2.940 3.046
H 4.313 1.966 1.936
H 0.517 -4.918 -3.137
H -1.967 -5.398 -3.391
H -3.600 -3.775 -2.456
H -2.811 -0.491 -1.172
H -3.880 -2.685 0.687
H -4.114 -0.940 0.820
H -2.496 -1.654 1.059
H -5.004 -2.613 -1.571
H -4.450 -1.473 -2.808
H -5.250 -0.890 -1.322
H 2.090 -3.787 -2.592
H 1.416 -3.457 0.301
H 3.096 -3.304 -0.135
H 2.223 -4.792 -0.542
H 2.574 -1.178 -1.148
H 1.804 -1.107 -2.763
H 3.368 -1.891 -2.537
H -1.345 -1.449 -4.179
H -2.294 -0.285 -6.163
H -2.569 2.137 -6.263
H -2.049 4.524 -5.053
H -1.292 5.674 -3.069
H -0.413 4.461 -1.073
S 3.391 -1.294 1.748
C 4.983 -1.590 1.223
C 5.607 -0.739 0.241
C 6.950 -0.885 -0.098
C 7.670 -1.900 0.537
C 7.108 -2.797 1.435
C 5.783 -2.617 1.822
H 4.989 -0.004 -0.284
H 7.400 -0.249 -0.848
H 8.738 -2.011 0.344
H 7.690 -3.598 1.903
H 5.295 -3.274 2.539
S -0.108 -0.785 2.889
C -1.054 -1.831 3.945
C -2.422 -1.502 4.225
C -3.054 -2.028 5.365
C -2.351 -2.920 6.166
C -1.065 -3.360 5.829
C -0.423 -2.837 4.714
H -2.914 -0.803 3.537
H -4.082 -1.718 5.566
H -2.846 -3.267 7.081
H -0.540 -4.093 6.465
H 0.560 -3.159 4.406
```

## Properties
⟨S²⟩ ... 6.304
Net charge ... -2
Orbital gap (alpha / beta) ... 0.1819 / 0.1897 Eh
Spin multiplicity ... 5
E_LUMO (alpha / beta) ... 4.3624 / 4.3614 eV
E_HOMO (alpha / beta) ... -0.02158 / -0.02940 Eh

---

Below is 2 unconnected molecules or ions with the total composition H3NO2, with properties calculated with ωB97M-V/def2-TZVPD.

The geometry in XYZ format:
```
6
Properties=species:S:1:pos:R:3
N 1.497 0.237 -0.264
O 1.385 1.423 -0.130
H 0.776 -0.237 0.311
O -1.584 -0.559 -0.128
H -1.280 0.277 -0.029
H -0.793 -1.141 0.240
```

## Properties
SMILES ... N=O.O
Net charge ... 0
Orbital gap ... 0.3442 Eh
E_LUMO ... -0.6891 eV
E_HOMO ... -0.36948 Eh

---

Below is 2 unconnected molecules or ions with the total composition CH2N4O3, with properties calculated with ωB97M-V/def2-TZVPD.

The geometry in XYZ format:
```
10
Properties=species:S:1:pos:R:3
C -0.795 -2.007 0.074
N -1.377 -2.920 0.436
N -0.248 -0.935 -0.447
N -0.079 0.266 -0.056
N 2.475 -0.239 0.077
O 2.336 -1.354 -0.334
O 3.399 0.385 0.500
O -0.481 0.584 1.225
H 0.472 -1.064 -1.078
H 0.117 1.329 1.562
```

## Properties
⟨S²⟩ ... 2.010
Net charge ... 0
Orbital gap (alpha / beta) ... 0.2835 / 0.3205 Eh
Spin multiplicity ... 3
E_LUMO (alpha / beta) ... -0.5056 / -2.3542 eV
E_HOMO (alpha / beta) ... -0.30213 / -0.40699 Eh

---

Below is a molecular structure, C25H40Cl4N3NdO3Si, with properties calculated with ωB97M-V/def2-TZVPD.

The geometry in XYZ format:
```
77
Properties=species:S:1:pos:R:3
C -1.848 -2.342 -3.898
C -1.443 -3.038 -2.621
H -2.120 -3.074 -4.664
H -1.076 -1.666 -4.316
H -2.718 -1.716 -3.683
C -0.879 -4.260 -2.634
C -0.412 -4.944 -3.867
H -0.748 -4.825 -1.717
H 0.154 -4.261 -4.516
H -1.213 -5.343 -4.500
H 0.222 -5.803 -3.625
Nd 1.385 1.825 1.157
Cl -1.240 1.379 0.721
Cl 3.339 3.436 0.516
H 0.971 6.062 4.631
H -1.418 6.735 3.801
C 1.145 5.620 3.640
C -1.148 6.320 2.822
N -0.137 5.288 3.002
H 1.763 4.720 3.758
C -0.350 4.041 2.624
O 0.464 3.113 2.926
H -2.030 5.864 2.364
H -1.211 3.824 1.966
H 1.705 6.367 3.057
H -0.769 7.118 2.172
H 1.761 -0.878 -2.858
H 2.337 -3.823 -1.761
C 2.806 -0.937 -2.490
C 3.218 -3.197 -1.518
N 2.841 -1.799 -1.307
H 3.185 0.068 -2.231
C 2.546 -1.373 -0.075
O 2.192 -0.220 0.260
H 3.694 -3.583 -0.610
H 2.700 -2.142 0.680
H 3.442 -1.409 -3.262
H 3.923 -3.267 -2.368
O -0.955 -1.174 -1.879
C -1.630 -2.168 -1.319
C 0.029 -3.361 0.283
C -1.209 -2.767 0.056
H 0.803 -3.225 -0.477
C 0.291 -4.092 1.461
H -2.739 -2.007 -1.199
C -2.023 -2.587 1.192
H 1.250 -4.621 1.597
C -0.675 -4.145 2.469
C -1.803 -3.313 2.372
H -2.818 -1.836 1.120
H -0.521 -4.733 3.381
H -2.507 -3.223 3.212
Si -0.508 2.749 -2.594
Cl 0.764 1.227 -1.406
C 0.940 3.926 -2.996
C -1.668 3.737 -1.467
C -1.220 2.330 -4.271
H 1.728 3.908 -2.219
H 0.622 4.976 -3.150
H 1.349 3.584 -3.969
H -0.429 1.854 -4.872
H -1.486 3.264 -4.800
H -2.123 1.702 -4.209
H -1.907 3.170 -0.539
H -2.604 4.004 -1.997
H -1.227 4.712 -1.177
Cl -2.967 -0.391 5.156
C -1.374 -0.592 4.564
C -0.497 -1.523 5.129
C 0.729 -1.720 4.506
C 1.056 -0.955 3.374
N 0.281 0.041 2.936
C -0.954 0.181 3.484
H -0.814 -2.084 6.004
H 1.445 -2.463 4.852
H 1.978 -1.143 2.799
H -1.642 0.882 3.014
```

## Properties
⟨S²⟩ ... 3.753
Net charge ... 0
Orbital gap (alpha / beta) ... 0.1866 / 0.1878 Eh
Spin multiplicity ... 4
E_LUMO (alpha / beta) ... -0.1719 / -0.1388 eV
E_HOMO (alpha / beta) ... -0.19290 / -0.19291 Eh

---

F_max (computed, eV Å⁻¹): 0.78, 2.22, 6.17, 5.82, 3.44
Energy above the lowest of the compared OMol25 structures with the same formula, charge and spin (computed, eV): 0.086, 0.000, 0.472, 1.338, 5.122